1.
Below is a cluster of 3 separate species, C19H17FN2O4 in total in a non-equilibrium geometry, with properties calculated with ωB97M-V/def2-TZVPD.

Structure (XYZ):
```
43
Properties=species:S:1:pos:R:3:forces:R:3:nbo_charge:R:1
H -3.230 1.474 5.796 0.0011 0.0013 0.0035 0.21
H -0.842 2.037 2.284 0.0813 -0.0374 0.0454 0.20
C 2.732 1.149 3.563 0.0618 0.0699 -0.0323 0.03
O 0.163 -1.125 -5.716 -0.1643 0.1345 0.3898 -0.51
C -1.766 2.149 2.835 -0.0970 0.1133 -0.0853 0.03
N 2.482 1.407 2.281 -0.0501 -0.0479 0.0628 -0.42
C -3.095 1.839 4.786 -0.0028 -0.0205 0.0439 -0.17
H 1.334 1.054 -4.382 -0.0125 0.1894 -0.2261 0.24
C -1.889 1.661 4.127 -0.0480 0.0216 0.0050 -0.25
F 0.431 -0.392 -1.107 0.0374 -0.0570 -0.2147 -0.30
H 0.463 -1.254 4.232 0.0007 -0.0072 -0.0035 0.22
H 1.830 0.716 -2.716 -0.0475 0.3520 0.2570 0.24
O 2.917 -1.630 -3.166 0.1488 -0.0090 -0.4318 -0.51
H 3.531 1.730 4.010 -0.0016 -0.0225 0.0495 0.19
H -2.156 -2.212 -5.279 -0.0041 -0.1150 -0.3846 0.24
C -0.112 -0.871 -2.218 -0.2668 -0.1644 -0.4436 0.44
H 2.292 0.034 5.345 0.0193 0.0119 0.0047 0.22
C 0.342 -0.589 -3.441 0.1646 0.5188 0.6557 -0.17
N -2.745 2.781 2.190 -0.0134 -0.0371 0.0672 -0.42
O 3.361 -3.810 -2.996 -0.4759 1.0517 -0.5831 -0.55
C -3.898 2.941 2.837 0.0035 0.0351 -0.0991 0.03
H -2.953 -2.728 -2.983 -0.2214 -0.1948 0.0769 0.24
H 2.470 -1.016 -5.086 0.2143 -0.0054 -0.3329 0.20
C -1.606 -1.921 -4.406 -0.0966 0.0872 0.6641 -0.22
C -1.277 -1.768 -1.998 -0.1479 -0.3028 1.2535 0.42
H -4.677 3.456 2.285 -0.0362 0.0018 0.0399 0.19
H -0.034 -0.782 1.831 0.0074 0.0115 -0.0380 0.23
C 2.975 -2.876 -3.659 0.6186 -1.5431 1.1589 0.63
C 2.041 0.205 4.307 -0.0290 -0.0040 -0.0146 -0.27
C 1.541 0.277 -3.658 0.3975 -0.6937 0.1048 -0.45
C 1.027 -0.508 3.686 -0.0037 -0.0371 0.0422 -0.18
C 1.506 0.710 1.701 0.0904 0.0770 -0.0526 0.03
H -1.061 1.157 4.602 0.0527 -0.0060 -0.0115 0.22
H 1.325 0.939 0.659 -0.0429 -0.0169 -0.0099 0.20
H -5.081 2.654 4.606 -0.0139 0.0083 -0.0144 0.22
C 2.718 -0.581 -4.128 -0.6018 -0.0064 0.2862 -0.07
C -0.329 -1.196 -4.600 0.0021 -0.2431 -0.8739 0.50
C -4.124 2.493 4.129 0.0151 -0.0130 0.0107 -0.26
C 0.748 -0.249 2.355 0.0220 -0.0899 -0.0175 -0.25
C -2.043 -2.194 -3.179 0.1909 0.1653 -0.3918 -0.22
H 2.635 -3.034 -4.690 -0.0680 0.4616 -0.1820 0.11
O -1.569 -2.131 -0.873 0.0817 0.2535 -0.6248 -0.46
H 3.625 0.004 -4.164 0.2343 0.1087 -0.1538 0.20
```
Forces are in eV/Å.

Relative energy (zero: lowest compared OMol25 entry of this formula, charge and spin) ... 86.4 kcal/mol
E_HOMO ... -9.55 eV
Frontier orbital gap ... 7.67 eV
SMILES ... O=COCCC1=C(F)C(=O)C=CC1=O.c1ccncc1.c1ccncc1
LUMO energy ... -1.880 eV
F_max ... 2.027 eV Å⁻¹



2.
Below is an isolated molecule of C19H17FN4O3S in a non-equilibrium geometry, with properties calculated with ωB97M-V/def2-TZVPD.

Structure (XYZ):
```
45
Properties=species:S:1:pos:R:3:forces:R:3:nbo_charge:R:1
C -0.625 -0.706 2.932 -0.2700 0.5369 -0.4822 0.28
H -1.176 -4.223 0.508 -0.0151 -0.1161 0.0358 0.21
H 2.380 5.185 -4.416 -0.0157 0.0545 -0.0755 0.22
H -4.302 -2.185 0.402 0.0465 -0.1605 0.0012 0.24
C 3.298 3.867 -1.447 -0.0563 -0.0791 -0.0431 -0.13
H 3.821 4.106 -0.534 0.0405 -0.0065 0.0677 0.24
S -1.386 -1.444 4.292 -0.0916 -0.2718 0.5556 0.28
N -3.220 -2.383 2.134 0.0604 -0.5603 -0.0659 -0.62
H -2.970 -0.569 -0.772 -0.1177 0.0951 0.0100 0.23
H 3.562 5.793 -2.330 0.0322 0.0840 0.0215 0.22
H 0.858 -3.674 -0.760 0.0643 -0.0583 -0.0233 0.21
H -0.946 -0.030 -2.068 0.0092 0.1240 -0.0585 0.21
C -3.656 -1.211 2.634 0.1069 -0.0856 0.4975 0.68
C 0.083 -1.819 -1.503 0.0072 0.0317 -0.0950 -0.26
O 0.660 -1.005 2.633 0.0405 -0.0913 0.0802 -0.41
C -2.137 -1.254 -0.785 -0.0303 -0.1122 -0.0279 -0.21
C -1.126 -3.301 -0.056 -0.0359 0.0344 -0.0050 -0.22
C -3.075 -0.837 4.000 0.3167 0.1812 -0.1589 -0.61
H 2.977 0.072 1.467 -0.1578 -0.1441 -0.1200 0.27
F 1.628 1.024 -2.966 -0.0297 0.0532 0.0198 -0.33
C -0.994 -0.949 -1.503 0.0027 -0.0270 -0.1156 -0.15
C 2.777 2.580 -1.571 -0.0213 0.0965 -0.2193 -0.22
O -4.492 -0.512 2.114 -0.2566 0.3047 -0.1969 -0.61
C 2.127 2.266 -2.760 0.1128 0.2661 0.0436 0.41
H 1.283 0.578 -0.876 0.1117 0.1550 -0.0774 0.43
H -3.683 -1.270 4.795 0.0487 0.0003 -0.0055 0.25
C 0.869 -0.249 1.525 -0.5604 0.4538 -0.2439 0.46
C -3.443 -2.760 0.750 -0.0472 0.0894 -0.0317 -0.25
H 0.968 -1.586 -2.077 0.1055 0.0226 -0.0715 0.22
C 2.167 -0.271 0.810 0.4687 -0.1943 0.2144 -0.29
N -0.183 0.423 1.199 1.3838 0.2306 -0.8864 -0.30
H -3.080 0.248 4.090 -0.0997 -0.0977 -0.0679 0.27
H 1.475 2.890 -4.687 -0.0473 -0.0562 -0.0737 0.23
C 1.983 3.186 -3.782 -0.0517 -0.1340 0.0093 -0.24
C 2.998 1.645 -0.427 -0.1120 -0.2665 -0.0912 0.67
C 0.019 -2.993 -0.770 0.1198 -0.0785 0.0634 -0.22
C 3.155 4.801 -2.454 0.0385 0.0583 0.0484 -0.23
H -3.672 -3.829 0.711 -0.0375 0.1203 -0.0634 0.20
C 2.493 4.462 -3.624 -0.0060 -0.1025 0.0423 -0.19
H 2.386 -1.302 0.501 0.0053 0.1145 0.0860 0.22
N 2.126 0.611 -0.325 -0.2484 -0.2609 0.1629 -0.60
O 3.916 1.800 0.354 0.1530 0.1813 0.1087 -0.62
C -2.217 -2.441 -0.069 -0.1169 -0.0167 -0.0490 -0.03
N -1.147 0.135 2.097 -0.7772 -0.5628 1.2860 -0.32
H -2.478 -2.869 2.618 -0.0724 0.1947 -0.0054 0.40
```
Forces are in eV/Å.

Relative energy (zero: lowest compared OMol25 entry of this formula, charge and spin) ... 0.6 kcal/mol
E_HOMO ... -9.03 eV
Frontier orbital gap ... 9.53 eV
SMILES ... O=C(CSc1nnc(CNC(=O)c2ccccc2F)o1)NCc1ccccc1
LUMO energy ... 0.500 eV
F_max ... 1.659 eV Å⁻¹



3.
Below is a structure of composition C19H17N3O4V, with properties calculated with ωB97M-V/def2-TZVPD.

Structure (XYZ):
```
44
Properties=species:S:1:pos:R:3:forces:R:3:nbo_charge:R:1
O -2.752 -0.184 -0.062 0.1908 0.0048 -0.2765 -0.54
V -1.141 0.505 1.056 -0.3973 -0.0288 0.4210 1.50
C -2.266 3.012 2.625 -0.1717 -0.0268 -0.0391 -0.33
H 3.889 -2.244 3.043 -0.0014 0.0060 -0.0102 0.23
H 6.832 -1.751 -0.624 -0.0041 0.0066 -0.0059 0.23
C 4.990 -1.015 -1.473 0.0633 -0.0137 -0.0146 -0.17
H 0.306 0.348 -3.299 -0.0076 0.0014 -0.0045 0.25
H -2.063 4.083 2.609 0.0536 0.0000 -0.0239 0.23
C 3.860 -1.548 0.999 -0.0139 -0.0400 0.1184 -0.13
C -3.463 -0.005 -2.409 0.0948 -0.0289 -0.1047 -0.26
N -2.799 2.497 1.335 0.1574 -0.0582 0.1608 -0.86
C -1.007 2.209 2.870 0.4970 0.0687 -0.4871 0.72
C 1.662 -0.741 0.244 0.2852 0.0168 -0.2808 -0.02
H -2.462 3.086 0.581 -0.0276 -0.0320 -0.0424 0.40
O -0.734 1.638 3.887 -0.0138 0.1322 0.1773 -0.51
H -3.808 0.170 -4.511 0.0095 0.0042 -0.0007 0.24
O -0.318 2.032 1.705 -0.3459 -0.1976 0.5447 -0.71
C 5.225 -1.810 0.775 -0.0255 0.0220 -0.0233 -0.15
H -4.798 0.176 0.001 -0.0580 -0.0163 0.0133 0.20
C -1.717 0.287 -4.057 0.0915 0.0067 0.0023 -0.20
H -1.421 0.408 -5.089 -0.0120 0.0016 0.0024 0.24
N 0.917 -0.381 -0.821 -0.0327 -0.1004 0.2698 -0.07
C 5.785 -1.549 -0.448 -0.0262 0.0134 -0.0232 -0.21
H 3.065 -0.323 -2.071 -0.0204 0.0011 0.0150 0.23
N -0.269 0.036 -0.623 -0.1136 -0.0202 -0.4606 -0.33
H -4.508 -0.127 -2.168 -0.0145 0.0066 -0.0176 0.24
H -4.070 -0.610 1.424 -0.0199 -0.0447 0.0147 0.21
C -3.058 0.155 -3.732 -0.0852 -0.0099 0.0535 -0.17
C -2.487 -0.026 -1.437 -0.1835 -0.0017 0.2025 0.24
C 3.260 -1.829 2.264 0.0672 -0.0356 0.0562 -0.05
C 3.658 -0.745 -1.272 -0.0075 0.0004 0.0277 -0.21
H 5.434 -0.808 -2.438 0.0001 -0.0038 0.0090 0.23
C 1.948 -1.601 2.525 0.0638 -0.0147 -0.1229 -0.29
H -3.811 2.565 1.327 -0.0016 -0.0519 -0.0120 0.39
C -0.746 0.260 -3.066 -0.0342 0.0051 -0.0694 -0.19
H 5.821 -2.219 1.581 -0.0079 -0.0033 -0.0013 0.22
C 3.066 -1.013 -0.028 -0.1033 0.0236 0.0200 0.06
H -2.969 2.803 3.427 -0.0146 0.0234 -0.0030 0.23
C -4.083 -0.571 0.339 0.2005 0.1247 -0.0039 -0.24
H -4.304 -1.552 -0.075 -0.0544 0.0028 -0.0161 0.22
C 1.119 -1.037 1.526 -0.2403 -0.0077 0.1316 0.40
H 1.508 -1.824 3.486 -0.0373 0.0145 -0.0069 0.25
O -0.153 -0.863 1.822 0.1408 0.3017 -0.3228 -0.64
C -1.137 0.109 -1.749 0.1603 -0.0522 0.1330 0.12
```
Forces are in eV/Å.

2S+1 ... 3
E_HOMO (spin up / spin down) ... -11.00 / -11.11 eV
Frontier orbital gap (spin up / spin down) ... 6.90 / 6.78 eV
LUMO energy (spin up / spin down) ... -4.104 / -4.329 eV
F_max ... 0.699 eV Å⁻¹
Charge ... +1



4.
Below is a structure of composition C19H18Br2CoNP, with properties calculated with ωB97M-V/def2-TZVPD.

Structure (XYZ):
```
42
Properties=species:S:1:pos:R:3:forces:R:3:nbo_charge:R:1
C 0.206 0.208 -1.460 -0.1523 0.0713 -0.1395 -0.38
C 1.658 1.229 -3.099 0.0363 -0.0439 -0.0024 -0.19
H 1.485 -2.281 -1.279 -0.0003 -0.0073 -0.0028 0.23
C 2.349 -3.567 0.204 -0.0075 0.0142 -0.0224 -0.18
C -1.713 -0.351 0.681 -0.0921 -0.0817 -0.0091 -0.47
H 3.066 -4.682 1.884 -0.0007 0.0033 0.0019 0.25
Co 0.522 1.816 0.471 -0.0103 -0.0166 0.1396 0.74
H 2.989 4.294 2.004 0.0075 0.0027 0.0010 0.27
C -3.672 0.983 1.100 -0.0030 0.0054 0.0044 -0.25
C 0.984 -1.665 0.729 -0.0371 -0.1349 0.1011 -0.47
C 1.488 0.615 -1.863 0.0355 0.0420 -0.0704 -0.26
C -0.896 0.428 -2.302 0.0213 -0.0137 -0.0044 -0.21
H -1.978 -2.487 0.696 -0.0080 -0.0035 0.0035 0.24
C 1.599 -2.483 -0.222 -0.0015 0.0119 0.0121 -0.17
H 0.629 -1.303 2.835 -0.0020 -0.0008 -0.0019 0.22
C -3.812 -1.432 1.085 -0.0120 0.0092 0.0075 -0.18
Br 2.743 1.832 1.593 0.0103 -0.1068 -0.0535 0.16
C 1.117 -1.933 2.098 0.0003 0.0139 -0.0308 -0.12
C -2.457 -1.522 0.810 0.0119 0.0466 -0.0120 -0.14
Br 1.351 4.204 0.106 -0.1235 -0.0173 -0.0210 0.15
H -4.150 1.948 1.221 0.0059 0.0003 0.0013 0.24
C -2.319 0.890 0.840 -0.0097 0.0085 0.0191 0.23
C -4.414 -0.187 1.223 0.0218 -0.0131 -0.0049 -0.13
C 2.481 -3.832 1.561 0.0155 -0.0259 0.0251 -0.14
H -4.401 -2.332 1.191 -0.0039 0.0031 -0.0010 0.25
H -5.472 -0.121 1.438 -0.0001 -0.0077 -0.0010 0.25
C 2.933 3.698 1.101 0.0481 0.0145 0.0065 -0.50
C 1.866 -3.020 2.509 0.0040 -0.0012 -0.0295 -0.21
H 2.350 0.400 -1.241 0.0114 0.0162 0.0009 0.24
H 1.972 -3.239 3.562 -0.0038 0.0050 0.0014 0.25
P 0.006 -0.273 0.249 0.2396 0.2111 0.1531 1.18
C -0.707 1.024 -3.534 0.0163 -0.0109 0.0211 -0.18
H -1.858 2.685 -0.008 0.0154 0.0048 -0.0061 0.42
H -1.886 0.113 -1.998 0.0079 -0.0105 0.0140 0.24
N -1.475 2.091 0.728 -0.0283 -0.0178 -0.0792 -0.88
C 0.566 1.431 -3.927 0.0017 0.0152 -0.0279 -0.15
H -1.551 1.169 -4.195 0.0075 0.0044 -0.0099 0.25
H 3.799 3.804 0.460 0.0063 0.0102 0.0058 0.27
H -1.578 2.633 1.586 -0.0171 0.0085 -0.0015 0.41
H 2.646 1.529 -3.422 0.0073 -0.0116 0.0141 0.24
H 0.708 1.897 -4.893 -0.0162 0.0010 -0.0001 0.25
H 2.825 -4.211 -0.522 -0.0026 0.0019 -0.0022 0.25
```
Forces are in eV/Å.

2S+1 ... 2
Relative energy (zero: lowest compared OMol25 entry of this formula, charge and spin) ... 0.0 kcal/mol
E_HOMO (spin up / spin down) ... -15.26 / -15.08 eV
Frontier orbital gap (spin up / spin down) ... 7.37 / 8.70 eV
LUMO energy (spin up / spin down) ... -7.893 / -6.382 eV
F_max ... 0.354 eV Å⁻¹
Charge ... +2



5.
Below is a structure of composition C19H18Br4LuN7O3S2, with properties calculated with ωB97M-V/def2-TZVPD.

Structure (XYZ):
```
54
Properties=species:S:1:pos:R:3:forces:R:3:nbo_charge:R:1
H 3.160 -0.922 1.177 0.0198 0.0196 0.0009 0.39
N -1.148 -2.020 2.549 0.0275 -0.0720 0.0006 -0.76
H -4.729 0.629 1.225 -0.0162 -0.0027 -0.0035 0.23
H 4.941 0.358 -3.783 -0.0761 -0.0087 0.0012 0.23
H 5.273 1.516 -5.083 -0.0235 0.0186 -0.0077 0.23
N -0.076 -1.983 0.553 0.2230 -0.0376 -0.0166 -0.64
Br 0.994 5.318 0.784 0.0314 0.0434 -0.0509 0.09
Br -1.441 0.695 4.730 -0.0237 -0.0437 0.0258 0.03
H -3.962 0.954 -2.986 0.0209 0.0046 -0.0269 0.23
H -1.219 -4.724 2.157 -0.0068 0.0180 0.0256 0.24
C -2.281 0.705 -1.678 0.1302 0.0282 -0.0837 0.16
S 2.825 0.848 -1.779 -0.0049 0.0151 0.0185 -0.29
H -1.606 0.932 -3.775 -0.0025 0.0336 0.0148 0.20
C -0.182 1.711 2.434 -0.0718 0.0014 0.0965 0.30
Br -0.274 6.212 3.746 -0.0063 0.0676 0.0256 0.09
C -0.767 3.422 4.058 0.0004 0.0138 -0.0021 -0.16
C 2.043 1.092 -3.272 0.3480 0.0288 -0.1358 -0.04
C 1.201 -4.562 -1.740 0.0023 -0.0183 -0.0135 -0.40
H 2.258 -4.303 -1.728 -0.0121 -0.0046 -0.0245 0.23
C -3.635 0.821 -1.965 0.0183 -0.0311 0.1640 -0.23
H 4.893 2.099 -3.449 -0.0804 0.0223 -0.0131 0.23
C -0.122 -4.692 0.350 -0.0053 0.0436 0.0061 0.11
C -0.249 4.402 3.225 0.0184 -0.0068 -0.0305 -0.16
C 0.558 -2.585 -0.477 -0.1406 0.2807 0.1547 0.77
N 2.625 -0.063 1.211 -0.0454 -0.0294 -0.0530 -1.08
C -4.540 0.785 -0.916 0.0054 0.0071 -0.1344 -0.14
N 0.529 -3.958 -0.596 -0.0464 -0.0461 0.0394 -0.40
C 0.326 2.721 1.576 0.0339 0.1223 -0.0881 0.25
H -0.921 -1.015 2.612 0.0465 -0.0074 0.0078 0.47
C -0.650 -2.689 1.519 -0.1145 -0.0439 0.0523 0.49
H 2.290 0.088 2.157 0.0295 -0.0286 0.0135 0.41
H -2.275 0.396 1.562 -0.0396 0.0258 0.0347 0.23
O -0.111 0.470 1.981 -0.0416 -0.1125 0.1391 -0.90
C -0.732 2.081 3.651 0.0491 0.0713 -0.0510 -0.20
C -4.065 0.640 0.373 0.0881 -0.0213 0.1665 -0.26
O 1.160 -1.874 -1.289 -0.0453 -0.1717 -0.2446 -0.65
N -1.817 0.534 -0.426 -0.1566 -0.0056 -0.1137 -0.50
S 2.974 1.388 -4.745 -0.1850 -0.0153 0.1005 0.30
N -0.036 0.884 -2.454 -0.1758 -0.0967 -0.4594 -0.30
Lu 0.629 0.322 -0.167 0.2292 -0.2554 -0.0098 1.84
H -5.600 0.881 -1.108 -0.0093 0.0079 0.0121 0.22
C 4.676 1.332 -4.189 0.2374 -0.0255 0.0234 -0.76
C 0.296 4.049 1.981 -0.1042 -0.1469 0.1561 -0.17
H 0.763 -4.189 -2.664 0.0322 -0.0046 -0.0015 0.23
H -1.532 -2.512 3.336 -0.0092 0.0342 -0.0033 0.40
O 0.801 2.317 0.421 0.0545 0.3909 -0.0283 -0.84
C -0.720 -4.121 1.415 0.0536 0.0136 -0.0626 -0.37
Br -1.520 3.872 5.726 -0.0283 0.0108 0.0651 0.08
H 3.248 0.702 0.965 0.0090 -0.0080 0.0667 0.41
N 0.766 1.097 -3.548 -0.2141 -0.1565 0.3392 -0.42
C -2.697 0.515 0.575 -0.0729 -0.0230 -0.1594 0.09
H -0.120 -5.761 0.193 -0.0009 -0.0074 0.0079 0.22
C -1.283 0.826 -2.743 0.0350 0.1059 0.0790 0.06
H 1.081 -5.641 -1.680 0.0158 0.0019 -0.0197 0.21
```
Forces are in eV/Å.

Relative energy (zero: lowest compared OMol25 entry of this formula, charge and spin) ... 0.0 kcal/mol
E_HOMO ... -7.04 eV
Frontier orbital gap ... 6.47 eV
LUMO energy ... -0.571 eV
F_max ... 0.501 eV Å⁻¹